No. 1
{
  "formula": "C2H2ClN3O",
  "method": "ωB97M-V/def2-TZVPD",
  "spin_multiplicity": 1,
  "energy_ev": -21141.525,
  "relative_energy_kj_mol": 397.9,
  "e_homo_ev": [-8.14, -8.14],
  "species": ["C", "C", "N", "N", "N", "O", "Cl", "H", "H"],
  "coordinates": [[-0.0014, 0.9046, 0.1878], [2.3920, 0.3290, 0.5316], [1.2385, 0.5611, 0.2434], [-1.0580, 0.1100, -0.0231], [-1.0687, -1.1281, 0.2321], [-2.1930, -1.7238, -0.2040], [3.6937, 0.0571, -0.4729], [-0.2237, 1.9653, 0.1557], [-2.7795, -1.0753, -0.6507]],
  "forces_ev_per_a": [[2.01, 1.12, 0.13], [-0.17, -0.19, 1.15], [-0.75, -0.01, -0.14], [-2.52, -2.98, -0.34], [0.89, 2.15, -0.40], [-0.32, -0.18, 0.05], [0.37, 0.00, -0.72], [0.07, -0.09, 0.05], [0.44, 0.18, 0.22]]
}

---

No. 2
{
  "formula": "C26H33IrNO7PS3",
  "method": "ωB97M-V/def2-TZVPD",
  "spin_multiplicity": 1,
  "energy_ev": -87955.984,
  "relative_energy_kj_mol": 106.5,
  "e_homo_ev": -6.44,
  "species": ["Ir", "C", "C", "O", "P", "S", "S", "O", "C", "C", "H", "H", "H", "H", "H", "H", "H", "H", "H", "H", "O", "C", "O", "C", "C", "C", "C", "C", "C", "C", "C", "C", "N", "H", "H", "H", "H", "H", "H", "C", "S", "C", "O", "H", "H", "H", "H", "H", "H", "C", "C", "O", "C", "C", "C", "C", "C", "C", "H", "H", "H", "H", "H", "H", "H", "H", "C", "C", "O", "H", "H", "H"],
  "coordinates": [[1.0742, -0.3921, 0.5206], [4.3004, 1.1674, -5.0479], [3.2992, 0.3335, -4.2886], [3.2880, 0.7739, -2.9067], [1.9093, 0.8224, -2.1078], [0.9399, -0.9036, -1.9096], [2.2742, 1.4534, -0.2443], [0.9865, 1.7821, -2.9810], [1.3305, 3.1816, -3.1458], [0.4173, 4.0311, -2.2949], [4.3879, 0.8016, -6.0714], [5.2812, 1.1112, -4.5765], [3.9928, 2.2127, -5.0795], [3.5703, -0.7231, -4.2877], [2.2977, 0.4270, -4.7127], [1.1997, 3.3917, -4.2069], [2.3833, 3.3353, -2.8971], [-0.6239, 3.8578, -2.5675], [0.6446, 5.0867, -2.4521], [0.5430, 3.7996, -1.2378], [-0.5631, -4.1332, 1.7940], [-0.5302, -3.0039, 1.3327], [0.3950, -2.1385, 1.5965], [-1.6386, -2.5838, 0.3825], [-2.7068, -3.4707, 0.1056], [-3.6821, -3.0508, -0.7434], [-3.5956, -1.7638, -1.3327], [-4.5715, -1.2709, -2.2310], [-4.4360, -0.0296, -2.7829], [-3.3159, 0.7691, -2.4614], [-2.3586, 0.3203, -1.5968], [-2.4834, -0.9588, -1.0032], [-1.5255, -1.3920, -0.1279], [-2.7060, -4.4402, 0.5813], [-4.5245, -3.6874, -0.9882], [-5.4210, -1.8975, -2.4758], [-5.1816, 0.3447, -3.4723], [-3.2156, 1.7506, -2.9081], [-1.5006, 0.9293, -1.3485], [4.1372, -1.3668, -0.4947], [2.8309, -1.7636, 0.6524], [2.4382, -3.4017, 0.0672], [3.4429, -1.8644, 1.9649], [4.9406, -2.0582, -0.2449], [4.4449, -0.3399, -0.3236], [3.7957, -1.4987, -1.5185], [3.3855, -3.9381, 0.0244], [1.9772, -3.3335, -0.9162], [1.7720, -3.8637, 0.7904], [2.0566, 0.9709, 4.4939], [1.0199, 0.5452, 3.4747], [1.6396, 0.2224, 2.3570], [-0.3150, 0.5417, 3.7670], [-1.3932, 0.0524, 2.7935], [-2.7298, -0.2035, 3.4430], [-2.9975, 0.1286, 4.7048], [-2.0016, 0.7649, 5.5539], [-0.7493, 0.9290, 5.0962], [3.0310, 0.9569, 4.0146], [2.0789, 0.2826, 5.3398], [1.8628, 1.9740, 4.8764], [-1.0470, -0.8817, 2.3549], [-3.4880, -0.6891, 2.8365], [-3.9760, -0.0893, 5.1170], [-2.2650, 1.0530, 6.5621], [-0.0074, 1.3527, 5.7602], [-2.7212, 1.7646, 1.3432], [-1.4696, 1.0036, 1.6275], [-0.5015, 1.1522, 0.8818], [-3.2124, 2.0828, 2.2614], [-3.3959, 1.0692, 0.8337], [-2.5181, 2.6023, 0.6802]],
  "forces_ev_per_a": [[0.96, -0.35, 1.50], [0.03, 0.02, 0.00], [0.00, -0.05, 0.01], [-0.06, 0.03, -0.03], [-0.20, 0.12, 0.03], [-0.21, -0.03, 0.09], [0.18, 0.33, -0.33], [0.02, -0.01, -0.01], [-0.03, -0.03, 0.03], [-0.01, 0.05, 0.01], [-0.01, 0.00, 0.00], [0.00, -0.01, 0.00], [-0.01, 0.00, 0.00], [0.01, 0.00, 0.01], [0.00, 0.02, 0.00], [0.01, 0.00, 0.00], [-0.01, 0.01, 0.04], [0.01, -0.01, -0.02], [-0.01, 0.00, 0.00], [0.02, -0.02, -0.01], [0.05, 0.03, -0.01], [0.06, -0.17, -0.04], [-0.42, 0.16, -0.46], [0.18, 0.09, 0.14], [0.05, 0.01, 0.01], [0.01, -0.01, -0.02], [-0.05, -0.04, 0.00], [0.01, 0.01, -0.01], [0.02, -0.01, 0.01], [0.01, 0.01, -0.01], [-0.01, 0.02, -0.03], [-0.03, -0.20, 0.03], [-0.70, 0.22, -0.40], [-0.02, 0.00, 0.00], [-0.01, 0.01, 0.01], [0.00, 0.01, 0.01], [0.00, 0.00, 0.01], [-0.01, -0.01, -0.01], [0.04, -0.03, 0.02], [0.01, -0.03, 0.01], [0.17, 0.01, -0.25], [0.04, -0.03, 0.06], [0.04, -0.05, 0.01], [0.02, 0.01, -0.05], [0.00, 0.00, 0.04], [-0.01, 0.00, 0.00], [-0.01, -0.01, -0.02], [-0.01, 0.00, 0.00], [0.01, 0.01, 0.02], [-0.08, 0.02, 0.13], [0.29, 0.02, -0.41], [-0.37, 0.07, 0.36], [-0.15, -0.07, 0.18], [0.02, -0.08, 0.01], [-0.01, 0.03, -0.02], [-0.02, 0.07, 0.02], [-0.02, -0.05, -0.03], [0.06, 0.01, -0.10], [0.00, -0.01, -0.02], [-0.01, 0.01, 0.00], [0.01, -0.01, 0.00], [0.08, 0.03, -0.01], [0.04, -0.05, -0.01], [0.01, -0.01, 0.01], [0.00, 0.02, -0.01], [-0.03, 0.01, 0.00], [0.11, 0.21, 0.17], [0.03, 0.01, 0.14], [-0.10, -0.34, -0.80], [0.02, 0.00, 0.01], [-0.02, 0.00, 0.04], [0.00, -0.01, -0.02]]
}

---

No. 3
{
  "formula": "C19H51N6O14P2S2V",
  "method": "ωB97M-V/def2-TZVPD",
  "s_squared": 0.777,
  "spin_multiplicity": 2,
  "energy_ev": -124073.978,
  "relative_energy_kj_mol": 88.7,
  "e_homo_ev": [-4.21, -4.20],
  "total_charge": -1,
  "species": ["O", "V", "O", "C", "O", "O", "H", "O", "C", "O", "O", "H", "O", "C", "O", "O", "H", "O", "P", "N", "C", "C", "N", "C", "C", "N", "C", "C", "H", "H", "H", "H", "H", "H", "H", "H", "H", "H", "H", "H", "H", "H", "H", "H", "H", "H", "O", "P", "N", "C", "C", "N", "C", "C", "N", "C", "C", "H", "H", "H", "H", "H", "H", "H", "H", "H", "H", "H", "H", "H", "H", "H", "H", "H", "H", "C", "S", "O", "C", "H", "H", "H", "H", "H", "H", "C", "S", "O", "C", "H", "H", "H", "H", "H", "H"],
  "coordinates": [[14.4735, -0.3374, 19.0913], [14.4669, -0.9696, 20.5320], [18.6989, -2.0024, 20.2782], [17.6722, -1.6165, 20.9242], [16.5205, -1.8937, 20.5324], [17.7729, -0.9700, 21.9749], [19.3106, -1.7637, 20.9785], [15.2841, 3.1640, 21.9474], [15.5436, 1.8034, 22.0535], [16.2469, 1.4425, 23.0131], [15.0812, 1.0455, 21.1967], [14.6971, 3.4201, 21.2322], [13.0900, -1.9695, 24.4334], [14.0578, -1.7222, 23.5159], [13.6374, -1.8049, 22.3095], [15.1689, -1.3124, 23.8887], [12.3937, -2.1669, 23.8027], [13.7921, -2.8778, 19.6574], [13.2326, -4.0617, 18.9465], [12.0750, -5.0410, 19.8967], [10.6189, -4.7556, 19.8844], [12.4387, -5.7398, 21.1414], [14.2932, -5.2609, 18.4117], [15.5511, -4.7802, 17.9294], [13.8177, -6.5843, 17.9730], [12.4187, -3.7062, 17.4694], [13.0053, -2.7056, 16.5624], [11.3319, -4.4347, 16.7868], [10.2759, -3.7961, 19.4974], [10.0293, -5.1259, 20.7230], [10.1010, -5.3592, 19.1390], [12.5425, -5.0063, 21.9410], [13.1906, -6.4741, 20.8525], [11.6003, -6.3765, 21.4241], [15.7909, -3.7708, 18.2634], [16.3725, -5.4584, 18.1607], [15.6153, -4.6299, 16.8518], [13.9459, -6.6300, 16.8916], [14.4141, -7.3817, 18.4164], [12.8166, -6.8926, 18.2745], [13.5095, -1.9155, 17.1188], [13.7543, -3.1358, 15.8976], [12.2895, -2.2610, 15.8710], [11.2294, -5.3133, 17.4238], [11.6126, -4.7225, 15.7737], [10.4581, -3.7862, 16.8496], [14.3769, 4.6064, 19.7138], [14.4645, 4.9469, 18.2845], [15.5598, 6.2416, 18.0182], [15.4158, 6.9983, 16.7629], [16.8685, 6.2282, 18.6389], [12.8939, 5.6242, 17.7099], [12.3137, 6.7634, 18.3832], [11.9488, 4.7762, 17.0991], [15.0109, 3.7501, 17.2554], [15.2007, 4.0212, 15.7966], [15.3276, 2.3388, 17.7558], [15.5466, 8.0653, 16.9429], [14.4553, 6.7734, 16.2992], [16.1819, 6.7643, 16.0237], [16.8864, 6.7758, 19.5812], [17.7037, 6.4206, 17.9655], [17.0758, 5.1964, 18.9227], [13.1241, 7.4919, 18.4080], [11.4973, 7.2027, 17.8101], [12.0369, 6.3402, 19.3488], [12.1195, 4.7551, 16.0228], [12.0194, 3.7538, 17.4703], [10.9286, 5.0483, 17.3699], [16.2337, 4.0430, 15.4494], [14.6415, 3.1560, 15.4406], [14.7361, 4.9161, 15.3827], [16.2641, 2.0827, 17.2603], [14.5337, 1.6443, 17.4809], [15.5576, 2.1387, 18.8023], [18.1616, -0.1644, 17.1926], [16.9899, -1.0247, 16.1442], [15.5299, -0.6755, 16.5359], [17.2911, -0.1021, 14.5597], [18.0920, -0.6067, 18.1864], [18.1626, 0.9241, 17.1358], [19.1330, -0.5385, 16.8691], [16.8782, 0.9060, 14.5973], [16.8584, -0.6488, 13.7219], [18.3281, 0.1725, 14.3671], [9.6690, 0.2906, 20.2736], [11.3422, 0.6394, 20.9154], [12.1415, -0.4957, 20.3415], [11.5946, 2.1623, 19.9606], [8.8048, 0.8354, 20.6537], [9.4613, -0.7663, 20.4404], [9.6498, 0.5542, 19.2161], [11.8178, 2.9207, 20.7109], [10.8560, 2.3909, 19.1922], [12.5507, 2.0992, 19.4409]],
  "forces_ev_per_a": [[-0.16, -0.72, 0.98], [2.12, 0.86, -0.20], [3.19, -1.63, -2.29], [-5.02, 3.30, 5.09], [-3.52, -1.14, -3.14], [2.22, -0.14, -0.14], [1.31, 0.10, -0.03], [0.17, -0.19, 0.45], [2.79, 0.15, 4.49], [-1.05, 1.48, -1.27], [-2.67, -2.24, -3.36], [0.02, -0.31, -0.55], [-0.53, -0.58, 0.03], [4.05, 2.65, 1.10], [-0.41, -0.18, -1.67], [-2.22, -1.48, -0.46], [-0.89, -0.22, 0.33], [-0.06, -1.14, -0.91], [-2.39, -1.75, -0.11], [-0.51, 1.45, -1.21], [-0.50, -0.48, -1.72], [-0.42, 0.01, -1.18], [-0.89, 0.34, 1.96], [1.11, 0.17, -0.75], [0.80, 0.32, 0.00], [-0.14, 1.20, 0.02], [0.68, 0.21, 0.67], [1.18, -0.12, 2.18], [0.55, 0.63, 0.84], [0.76, 0.80, 0.81], [0.31, -0.67, -0.60], [0.99, -0.38, 0.22], [0.82, 0.53, 0.89], [-0.22, 0.05, -0.10], [-0.09, -0.15, 0.79], [0.06, 0.02, 0.37], [-0.49, -0.40, -0.59], [-0.27, -0.25, -0.20], [0.57, 0.07, -0.02], [-0.17, 0.89, -0.12], [-0.05, 0.08, -0.02], [0.27, -0.34, 0.00], [-0.52, 0.05, 0.41], [-0.73, -0.29, -0.57], [-0.06, 0.09, -0.03], [-0.35, -0.33, -0.48], [0.04, -0.43, -0.22], [-0.42, 1.65, -0.78], [-1.69, 0.35, -1.28], [0.42, 0.00, 0.53], [-0.19, -1.52, 0.56], [3.01, -0.46, -0.33], [1.42, -0.51, 0.19], [-0.20, -1.50, -0.28], [-0.24, 0.60, 1.54], [-0.92, -1.42, 1.04], [-0.03, 0.65, -1.26], [-0.34, 0.21, 0.10], [-0.01, 0.37, 0.24], [0.29, -0.37, -0.07], [0.24, 0.41, -0.26], [-0.27, 0.71, -0.17], [0.02, -0.23, 0.33], [-0.27, 0.36, 0.75], [-0.11, -0.23, 0.08], [-0.48, 1.12, 0.51], [-0.58, -0.14, -0.30], [0.16, -0.36, -0.14], [-0.03, 0.34, -0.33], [0.19, -0.32, 0.31], [0.41, 0.03, -1.19], [-0.25, -0.03, 0.64], [-0.21, -0.25, -0.34], [0.19, -0.05, -0.22], [-0.47, 1.03, 0.36], [0.55, -0.47, -0.10], [-2.53, 0.96, -0.21], [2.81, -0.54, -0.93], [0.25, 0.61, 0.34], [-0.53, 0.43, 0.22], [-0.33, -0.15, 0.21], [0.17, 0.09, -0.37], [-0.79, -0.17, 0.39], [0.05, -0.05, 0.21], [0.39, -0.88, 0.11], [-0.41, -0.03, -0.48], [-0.40, -0.20, -0.03], [-0.02, 0.36, -0.11], [1.10, -0.02, -0.01], [0.46, 0.37, 0.75], [0.28, 0.00, -0.12], [0.30, -0.52, -0.18], [-0.61, 0.35, -0.15], [-0.28, 0.06, 0.48], [0.22, -0.52, 0.03]]
}